Density functional theory data (wB97M-V/def2-TZVPD) for the molecule C8H9N3OS.

Last column: Mulliken charge in e.
Geometry (Å):
O (-0.0583, 1.9217, 1.3245)  -0.393
N (0.1199, 0.6946, 1.8615)  0.549
N (0.4928, 0.5202, 3.1030)  -0.844
C (0.9861, -0.6816, 3.1969)  -0.308
C (1.0217, -1.3197, 1.9175)  0.204
S (1.5089, -2.8239, 1.4582)  -0.402
N (0.5297, -0.3607, 1.0719)  0.414
C (0.1842, -0.4912, -0.3170)  -0.055
C (0.8743, 0.5497, -1.1563)  -0.544
C (0.3641, 0.9231, -2.3268)  -0.421
C (-0.9078, 0.3952, -2.7830)  -0.305
C (-1.7057, -0.2624, -1.9449)  -0.608
C (-1.3379, -0.4525, -0.5040)  -0.526
H (0.7389, 2.4720, 1.4342)  0.367
H (1.2967, -1.0945, 4.1336)  0.479
H (0.5739, -1.4847, -0.5965)  0.125
H (1.8331, 0.9029, -0.8062)  0.420
H (0.8819, 1.6253, -2.9619)  0.406
H (-1.1901, 0.5685, -3.8096)  0.369
H (-2.6759, -0.6221, -2.2507)  0.388
H (-1.7528, 0.3894, 0.0649)  0.303
H (-1.7778, -1.3694, -0.1094)  0.382

Calculated values
Energy above the lowest of the compared OMol25 structures with the same formula, charge and spin, kJ/mol: 399.8
HOMO-LUMO gap, eV: 7.918
2S+1: 1